[1]
{"formula": "C4HF6IrN10O4S2Se", "method": "ωB97M-V/def2-TZVPD", "e_tot_ev": -133413.56945, "e_above_lowest_kj_mol": 194.5, "total_charge": -1, "spin_multiplicity": 2, "largest_force_ev_per_a": 3.63, "gap_ev": [8.30, 7.33], "species": ["Ir", "N", "C", "N", "N", "N", "N", "C", "N", "N", "N", "N", "H", "F", "C", "F", "F", "S", "O", "O", "N", "S", "O", "O", "C", "F", "F", "F", "Se"], "xyz": [[0.7299, 0.5215, 0.4093], [-0.0870, 4.0332, 0.5539], [1.2083, 3.6360, 0.5008], [2.2905, 4.4255, 0.4421], [3.3411, 3.5898, 0.3804], [2.9083, 2.3807, 0.4125], [1.5823, 2.3768, 0.4875], [-1.1226, 3.1157, 0.5662], [-2.3956, 3.4297, 0.5456], [-3.0374, 2.2369, 0.5844], [-2.1970, 1.2709, 0.6252], [-0.9425, 1.7945, 0.6127], [-0.3043, 5.0124, 0.5012], [-2.3212, -2.8672, -1.9570], [-2.6968, -2.8437, -0.6776], [-2.9252, -4.0972, -0.2885], [-3.8280, -2.1572, -0.5828], [-1.3733, -2.0703, 0.3609], [-0.8695, -0.9781, -0.4821], [-1.9714, -1.7636, 1.6141], [-0.3509, -3.2930, 0.3886], [1.1503, -2.8510, 0.3901], [2.0418, -3.9344, 0.6427], [1.3683, -1.6207, 1.1526], [1.5457, -2.4860, -1.4340], [1.3346, -1.2686, -1.9053], [0.8221, -3.3332, -2.1729], [2.8427, -2.7600, -1.6340], [3.2570, 0.5004, -0.0366]], "lowdin_charge": [0.98, 0.16, -0.42, 0.07, 0.01, -0.49, -0.19, -0.47, 0.03, -0.07, -0.06, -0.13, 0.15, 0.14, -0.68, 0.14, 0.15, 0.61, -0.43, -0.25, -0.29, 0.58, -0.26, -0.50, -0.68, 0.07, 0.13, 0.11, 0.60]}



[2]
{"formula": "C4HIO", "method": "ωB97M-V/def2-TZVPD", "e_tot_ev": -14305.11937, "e_above_lowest_kj_mol": 51.6, "total_charge": 0, "largest_force_ev_per_a": 3.50, "gap_ev": [6.74, 6.62], "species": ["C", "C", "C", "C", "O", "I", "H"], "xyz": [[0.7065, 0.2317, -1.5634], [-0.1162, 0.5506, -2.5051], [-0.0993, 0.1187, -0.4194], [-1.3764, 0.2813, -0.9305], [-1.4007, 0.4837, -2.2526], [-3.1983, 0.0278, 0.0167], [0.3203, -0.0086, 0.6071]], "lowdin_charge": [0.03, -0.04, -0.15, -0.84, -0.04, 0.92, 0.12]}



[3]
{"formula": "C4HN2S2", "method": "ωB97M-V/def2-TZVPD", "e_tot_ev": -28815.97730, "e_above_lowest_kj_mol": 0.0, "total_charge": -1, "largest_force_ev_per_a": 3.47, "gap_ev": 6.31, "smiles": "N#Cc1scnc1[S-]", "species": ["N", "C", "C", "S", "C", "N", "C", "S", "H"], "xyz": [[1.2766, 2.9978, -0.5448], [0.7900, 1.9784, -0.3285], [0.0967, 0.6507, -0.1102], [-0.8789, 0.0093, -1.4176], [-0.9593, -1.4693, -0.4942], [-0.3463, -1.4830, 0.6184], [0.3039, -0.2995, 0.8881], [1.2218, -0.0781, 2.2746], [-1.5044, -2.3064, -0.8859]], "lowdin_charge": [0.09, -0.28, -0.59, 0.91, -0.52, -0.04, -1.01, 0.39, 0.05]}



[4]
{"formula": "C4HNO4", "method": "ωB97M-V/def2-TZVPD", "e_tot_ev": -13835.95806, "e_above_lowest_kj_mol": 590.3, "total_charge": 0, "largest_force_ev_per_a": 5.39, "gap_ev": 8.04, "species": ["C", "C", "C", "C", "N", "O", "O", "O", "O", "H"], "xyz": [[0.6219, -1.7594, 0.8658], [-1.3750, -1.3748, 0.1393], [1.3528, -0.9456, 0.1618], [-1.8439, -2.4722, 0.6443], [-1.9570, -0.1583, -0.2274], [2.1078, -0.1676, -0.2808], [-2.3574, -3.4647, 0.9717], [-3.1613, -0.1799, -0.2176], [-1.3278, 0.7889, -0.5622], [0.7218, -2.6270, 1.5656]], "lowdin_charge": [0.11, 0.03, -0.27, -0.17, -0.45, 0.19, 0.23, 0.10, 0.12, 0.10]}



[5]
{"formula": "C4HNS", "method": "ωB97M-V/def2-TZVPD", "e_tot_ev": -16483.11653, "e_above_lowest_kj_mol": 304.2, "total_charge": 0, "largest_force_ev_per_a": 12.37, "gap_ev": 8.17, "smiles": "N#CC#CC=S", "species": ["N", "C", "C", "C", "C", "S", "H"], "xyz": [[3.3871, -1.0515, 0.0746], [2.3118, -0.3166, -0.0973], [0.9591, 0.3390, -0.3962], [-0.2542, 0.2512, -0.3896], [-1.7230, 0.3108, 0.1862], [-2.5410, -0.9368, -0.1498], [-2.1398, 1.4039, 0.7721]], "lowdin_charge": [0.09, -0.13, -0.04, -0.12, -0.74, 0.78, 0.16]}



[6]
{"formula": "C4HO2", "method": "ωB97M-V/def2-TZVPD", "e_tot_ev": -8254.18457, "total_charge": 0, "spin_multiplicity": 2, "largest_force_ev_per_a": 1.09, "gap_ev": [10.13, 9.29], "species": ["O", "C", "C", "C", "H", "C", "O"], "xyz": [[-2.4557, -1.1240, -0.0389], [-1.2745, -0.9873, 0.0057], [0.0495, -1.5659, 0.0467], [-0.0372, -0.2348, -0.0408], [0.5951, -2.5094, 0.0682], [1.3679, 2.6797, 0.0159], [1.7549, 3.7417, -0.0568]], "lowdin_charge": [0.14, -0.45, 0.05, 0.13, 0.11, -0.01, 0.02]}



[7]
{"formula": "C4HO2Tl", "method": "ωB97M-V/def2-TZVPD", "e_tot_ev": -12946.62901, "e_above_lowest_kj_mol": 0.0, "total_charge": 0, "largest_force_ev_per_a": 1.91, "gap_ev": 7.96, "species": ["O", "C", "C", "H", "C", "C", "O", "Tl"], "xyz": [[-2.2311, 0.3712, 0.6506], [-1.1462, 0.5228, -0.0765], [-0.6122, 1.0215, -1.2224], [-2.9942, 0.1606, 0.0975], [1.4224, -0.3688, -0.0704], [0.2096, 0.3602, -0.2262], [2.3651, 0.0248, 0.6623], [2.9866, -2.0924, 0.1851]], "lowdin_charge": [0.11, -0.36, 0.12, 0.13, -0.44, -0.13, -0.30, 0.87]}



[8]
{"formula": "C4N2S2Tl", "method": "ωB97M-V/def2-TZVPD", "e_tot_ev": -33481.79659, "e_above_lowest_kj_mol": 64.4, "total_charge": 1, "largest_force_ev_per_a": 1.94, "gap_ev": [6.58, 6.58], "species": ["Tl", "S", "C", "S", "C", "C", "N", "C", "N"], "xyz": [[-0.2044, 0.2115, -0.6208], [-0.3972, 1.7935, 2.2264], [-1.3219, 0.4352, 2.4463], [-1.4020, -1.1128, 1.9442], [-2.2948, 1.0987, 3.3136], [-2.1108, 1.1349, 4.7151], [-1.9362, 1.1512, 5.8522], [-3.4389, 1.7014, 2.7322], [-4.3640, 2.1612, 2.2264]], "lowdin_charge": [0.91, 0.85, -1.37, 0.68, -0.32, -0.14, 0.28, -0.15, 0.27]}



[9]
{"formula": "C50H101FN7O12S3", "method": "ωB97M-V/def2-TZVPD", "e_tot_ev": -123690.48139, "total_charge": 1, "largest_force_ev_per_a": 5.13, "gap_ev": 5.40, "species": ["C", "C", "S", "C", "N", "C", "C", "C", "C", "O", "O", "C", "F", "C", "C", "C", "C", "C", "N", "C", "C", "C", "C", "O", "C", "C", "C", "C", "S", "C", "S", "N", "C", "C", "O", "C", "C", "H", "H", "H", "H", "H", "H", "H", "H", "H", "H", "H", "H", "H", "H", "H", "H", "H", "H", "H", "H", "H", "H", "H", "H", "H", "H", "H", "H", "H", "H", "H", "H", "H", "H", "H", "H", "H", "H", "H", "H", "H", "C", "O", "C", "C", "N", "C", "C", "O", "C", "H", "H", "H", "H", "H", "H", "H", "H", "H", "H", "H", "H", "H", "H", "H", "C", "O", "C", "C", "N", "C", "C", "O", "C", "H", "H", "H", "H", "H", "H", "H", "H", "H", "H", "H", "H", "H", "H", "H", "C", "O", "C", "C", "N", "C", "C", "O", "C", "H", "H", "H", "H", "H", "H", "H", "H", "H", "H", "H", "H", "H", "H", "H", "C", "O", "C", "C", "N", "C", "C", "O", "C", "H", "H", "H", "H", "H", "H", "H", "H", "H", "H", "H", "H", "H", "H", "H"], "xyz": [[5.6318, -4.0981, -0.9900], [4.3026, -4.2437, -1.8823], [3.2171, -2.7392, -1.9260], [4.2391, -1.1862, -2.0492], [4.3712, -0.6644, -3.4614], [5.3081, -1.4145, -4.3032], [5.6097, -1.0512, -5.7754], [4.8749, 0.1952, -6.3578], [5.0742, 0.7215, -7.8637], [6.1066, 1.2837, -8.2680], [3.9314, 0.5259, -8.7327], [3.5493, -0.8670, -8.7305], [4.7319, -1.6916, -8.9001], [2.4550, -1.0935, -9.9067], [0.9926, -0.7524, -9.2931], [3.8905, 0.9900, -5.4254], [3.1971, 2.2757, -6.0649], [4.3521, 3.4381, -6.0904], [5.1943, 3.3384, -4.8485], [5.3868, 4.6682, -4.1858], [4.0639, 5.2867, -3.5171], [6.5876, 2.9280, -5.2509], [7.5304, 3.8085, -6.2128], [7.0956, 1.8487, -4.8089], [3.6581, 0.4835, -3.9513], [2.6146, 1.3038, -3.0731], [1.0789, 1.1623, -3.5331], [0.6845, -0.2679, -4.1519], [-1.1511, -0.6663, -3.9902], [-1.6837, -0.2803, -2.2255], [-2.4011, 1.2461, -2.0236], [-1.4570, -1.2269, -1.1301], [-0.0171, -1.3640, -0.7671], [0.4627, -0.3529, 0.4059], [-0.3623, -0.4512, 1.5970], [-1.6769, 0.0427, 1.1382], [-2.3304, -0.9772, 0.0537], [6.2137, -5.0822, -0.8815], [6.3642, -3.3451, -1.4840], [5.4531, -3.7034, 0.0696], [3.7013, -5.1205, -1.4254], [4.6627, -4.5022, -2.9524], [5.3149, -1.4960, -1.7488], [3.9257, -0.3909, -1.2972], [5.8708, -2.3296, -3.8824], [6.3653, -1.6485, -6.4009], [3.0434, -1.2162, -7.7621], [2.7182, -0.4769, -10.8300], [2.4590, -2.2297, -10.1019], [1.0281, -0.6138, -8.1498], [0.6425, 0.2464, -9.7477], [0.2097, -1.5598, -9.5011], [2.3377, 2.7164, -5.4582], [2.8575, 2.1469, -7.1498], [4.9749, 3.3175, -7.0610], [3.8608, 4.4800, -6.1813], [5.8400, 5.4803, -4.8555], [6.1569, 4.4947, -3.3368], [4.3987, 5.8205, -2.5452], [3.5438, 6.0666, -4.1868], [3.2725, 4.5222, -3.2117], [8.3488, 3.2003, -6.7218], [6.8850, 4.2763, -7.0470], [8.0225, 4.6855, -5.6605], [2.6561, 1.1027, -1.9515], [2.8910, 2.4217, -3.2036], [0.4375, 1.3871, -2.5938], [0.7461, 1.9560, -4.3058], [1.3288, -1.0851, -3.6769], [0.8810, -0.2308, -5.2893], [0.1252, -2.4623, -0.4227], [0.7099, -1.2127, -1.6365], [1.5646, -0.6216, 0.6333], [0.4945, 0.7315, -0.0072], [-1.4957, 1.0900, 0.7204], [-2.3204, 0.0935, 2.0991], [-2.4097, -1.9894, 0.6147], [-3.4069, -0.6916, -0.2144], [-10.5156, -0.7161, -0.4116], [-9.7612, -0.4570, -1.5859], [-9.8212, 0.9092, -2.0022], [-8.4593, 1.5828, -1.8241], [-8.1435, 1.7739, -0.4083], [-6.7560, 2.1815, -0.1662], [-5.6529, 1.1807, -0.5423], [-5.6467, -0.0020, 0.2548], [-6.5180, -1.0275, -0.2034], [-10.5253, -1.7953, -0.2472], [-10.0560, -0.2415, 0.4599], [-11.5477, -0.3721, -0.5234], [-10.6141, 1.4636, -1.4883], [-10.0656, 0.9000, -3.0689], [-8.4711, 2.5561, -2.3251], [-7.7109, 0.9514, -2.3146], [-8.3121, 0.9058, 0.0888], [-6.6756, 2.3801, 0.9081], [-6.5708, 3.1311, -0.6765], [-4.6935, 1.6717, -0.3455], [-5.6477, 0.9340, -1.6097], [-6.6298, -1.0266, -1.2901], [-7.4913, -0.9408, 0.2827], [-6.0906, -1.9877, 0.0980], [-8.9297, 8.2745, -4.4176], [-8.6409, 8.8237, -3.1411], [-9.7798, 8.8685, -2.2781], [-9.6095, 7.8872, -1.1170], [-9.7065, 6.5011, -1.5758], [-9.3058, 5.5176, -0.5649], [-7.8388, 5.5340, -0.1092], [-6.9139, 5.1533, -1.1245], [-6.5011, 6.2154, -1.9739], [-8.0486, 8.4047, -5.0490], [-9.1417, 7.2042, -4.3429], [-9.7725, 8.7905, -4.8861], [-10.7158, 8.6923, -2.8192], [-9.8225, 9.8830, -1.8701], [-10.3877, 8.0750, -0.3705], [-8.6355, 8.0843, -0.6568], [-9.1142, 6.3798, -2.3902], [-9.5110, 4.5315, -0.9947], [-9.9558, 5.6214, 0.3093], [-7.7391, 4.7779, 0.6776], [-7.5462, 6.4836, 0.3515], [-6.4770, 7.1780, -1.4584], [-7.1446, 6.2668, -2.8540], [-5.4912, 5.9876, -2.3253], [1.8123, -0.9704, 8.3795], [0.8473, -1.4912, 7.4782], [0.3975, -0.5311, 6.5197], [0.8809, -0.9077, 5.1180], [2.3267, -0.7218, 4.9873], [2.8833, -1.2975, 3.7604], [2.8057, -2.8236, 3.5992], [3.6069, -3.5432, 4.5282], [2.9765, -3.7981, 5.7784], [1.9942, -1.7211, 9.1510], [2.7575, -0.7712, 7.8667], [1.4488, -0.0581, 8.8608], [0.6934, 0.4895, 6.7862], [-0.6962, -0.5689, 6.5299], [0.3694, -0.2812, 4.3805], [0.5991, -1.9506, 4.9394], [2.7894, -1.1535, 5.7802], [3.9407, -1.0124, 3.7377], [2.4093, -0.8192, 2.8969], [3.2150, -3.0635, 2.6104], [1.7767, -3.1992, 3.5947], [1.8949, -3.9204, 5.6846], [3.2139, -3.0028, 6.4880], [3.3939, -4.7243, 6.1805], [3.7929, -8.4294, 12.3066], [4.7028, -7.3399, 12.2851], [6.0441, -7.7340, 11.9876], [6.4659, -7.2022, 10.6167], [5.7632, -7.8989, 9.5387], [5.9332, -7.2719, 8.2249], [5.3541, -5.8610, 8.0377], [3.9321, -5.8080, 8.0927], [3.3979, -5.6861, 9.4040], [2.8327, -8.0608, 12.6725], [3.6436, -8.8329, 11.3012], [4.1410, -9.2191, 12.9783], [6.1817, -8.8184, 12.0578], [6.6810, -7.2724, 12.7485], [7.5445, -7.3420, 10.4931], [6.2530, -6.1281, 10.5983], [4.7721, -7.9258, 9.7526], [5.4437, -7.9328, 7.5019], [6.9978, -7.2612, 7.9712], [5.6212, -5.5361, 7.0253], [5.8005, -5.1243, 8.7142], [4.0549, -5.1255, 10.0729], [3.1811, -6.6730, 9.8166], [2.4470, -5.1521, 9.3280]], "lowdin_charge": [-0.17, -0.52, 0.83, -0.40, -0.07, 0.04, 0.08, 0.02, -0.32, 0.14, 0.00, -0.29, -0.02, -0.13, -0.10, 0.00, -0.08, -0.15, -0.11, -0.24, -0.09, -0.37, -0.02, 0.03, -0.02, -0.11, -0.23, -0.48, 0.80, -0.93, 0.67, -0.18, -0.15, -0.19, -0.19, -0.15, -0.15, 0.09, 0.06, 0.08, 0.10, 0.08, 0.10, 0.10, 0.14, 0.14, 0.15, 0.13, 0.13, 0.06, 0.09, 0.08, 0.10, 0.13, 0.12, 0.14, 0.12, 0.14, 0.09, 0.08, 0.06, 0.10, 0.09, 0.10, 0.11, 0.11, 0.08, 0.12, 0.04, 0.08, 0.14, 0.07, 0.12, 0.12, 0.10, 0.15, 0.15, 0.10, -0.11, -0.20, -0.21, -0.20, -0.04, -0.19, -0.24, -0.21, -0.09, 0.09, 0.08, 0.09, 0.12, 0.12, 0.12, 0.10, 0.07, 0.12, 0.09, 0.08, 0.10, 0.09, 0.07, 0.09, -0.12, -0.20, -0.21, -0.21, -0.05, -0.19, -0.21, -0.22, -0.09, 0.09, 0.08, 0.09, 0.12, 0.12, 0.12, 0.10, 0.07, 0.11, 0.12, 0.11, 0.11, 0.09, 0.07, 0.09, -0.11, -0.20, -0.21, -0.21, -0.05, -0.20, -0.22, -0.18, -0.08, 0.09, 0.08, 0.09, 0.12, 0.12, 0.11, 0.10, 0.07, 0.12, 0.09, 0.11, 0.11, 0.09, 0.08, 0.07, -0.11, -0.20, -0.21, -0.21, -0.05, -0.19, -0.22, -0.21, -0.09, 0.09, 0.08, 0.09, 0.12, 0.12, 0.12, 0.10, 0.07, 0.12, 0.12, 0.12, 0.11, 0.09, 0.07, 0.09]}